# 1
Computed, not measured: the molecule C7H8O at a distorted geometry, with ωB97M-V/def2-TZVPD.

Last column: natural (NBO) charge in e.
Element x y z (Å)
C1 -2.068 -0.168 0.390  -0.214
C2 -1.278 -1.286 0.318  -0.181
C3 0.151 -0.968 0.203  -0.179
C4 1.359 -1.332 -0.118  0.145
O1 2.216 -0.304 -0.388  -0.523
C5 1.592 1.027 -0.380  -0.095
C6 0.270 0.574 0.263  -0.246
C7 -1.242 0.905 -0.200  -0.425
H1 -3.155 -0.080 0.529  0.229
H2 -1.545 -2.255 0.560  0.210
H3 2.024 -2.244 0.020  0.212
H4 1.666 1.294 -1.536  0.204
H5 2.266 1.656 0.385  0.215
H6 0.552 0.416 1.456  0.219
H7 -1.098 0.674 -1.405  0.210
H8 -1.709 2.090 -0.097  0.219

Summary:
- electronic energy (hartree) = -346.5989
- LUMO energy (eV) = 0.8
- spin multiplicity = 1
- orbital gap (eV) = 8.49
- ΔE to the lowest compared entry with this formula, charge and spin (kJ/mol) = 463.8



# 2
Computed, not measured: a 2-piece molecular cluster, C19H26BrNO2PS overall at a distorted geometry, with ωB97M-V/def2-TZVPD.

Last column: natural (NBO) charge in e.
Element x y z (Å)
C1 3.962 1.653 1.629  -0.448
C2 2.831 1.342 2.273  -0.141
C3 1.957 0.162 2.028  -0.769
P1 0.371 0.423 0.939  1.144
S1 0.522 2.752 0.865  -0.547
C4 0.091 -1.495 0.871  -0.786
C5 -1.341 -1.820 0.613  -0.133
C6 -2.121 -2.572 1.390  -0.450
C7 -0.686 0.539 2.550  -0.376
O1 -2.061 0.898 2.304  -0.537
C8 -2.451 2.140 2.686  0.310
C9 -2.440 2.543 4.019  -0.241
C10 -2.859 3.822 4.360  -0.228
C11 -3.312 4.702 3.388  -0.253
C12 -3.349 4.293 2.058  -0.204
C13 -2.921 3.019 1.717  -0.238
C14 1.335 0.447 -0.796  -0.880
C15 2.488 -0.417 -1.049  0.659
O2 3.601 -0.404 -0.674  -0.514
Br1 2.058 -1.930 -2.399  -0.282
H1 4.606 0.913 1.176  0.197
H2 4.266 2.693 1.578  0.187
H3 2.518 1.990 3.087  0.185
H4 1.533 -0.104 3.004  0.207
H5 2.518 -0.720 1.715  0.223
H6 -0.833 0.598 0.187  -0.109
H7 0.185 3.185 2.085  0.120
H8 0.409 -1.970 1.801  0.204
H9 0.675 -1.956 0.067  0.223
H10 -1.772 -1.358 -0.271  0.190
H11 -3.197 -2.496 1.293  0.189
H12 -1.713 -3.283 2.099  0.180
H13 -0.701 -0.409 3.094  0.183
H14 -0.258 1.271 3.241  0.175
H15 -2.076 1.868 4.783  0.208
H16 -2.833 4.161 5.387  0.201
H17 -3.630 5.705 3.642  0.201
H18 -3.685 4.947 1.266  0.205
H19 -2.931 2.690 0.687  0.230
H20 0.579 0.236 -1.548  0.245
H21 1.669 1.470 -0.987  0.276
N1 1.203 -3.140 -5.883  -0.501
C16 0.744 -4.378 -5.537  -0.071
C17 0.483 -5.068 -6.692  -0.309
C18 0.803 -4.208 -7.778  -0.321
C19 1.245 -3.027 -7.243  -0.079
H22 1.468 -2.423 -5.230  0.429
H23 0.642 -4.659 -4.503  0.218
H24 0.107 -6.076 -6.751  0.212
H25 0.718 -4.431 -8.829  0.212
H26 1.584 -2.120 -7.713  0.206

Summary:
- electronic energy (hartree) = -4258.2943
- LUMO energy (eV) = 2.8
- total charge = -1
- spin multiplicity = 1
- orbital gap (eV) = 7.42



# 3
Computed, not measured: C6H14N2O as an isolated structure at a distorted geometry, with ωB97M-V/def2-TZVPD.

Last column: natural (NBO) charge in e.
Element x y z (Å)
C1 0.338 -0.903 1.674  -0.431
C2 1.185 1.669 0.746  -0.650
N1 0.042 -0.576 0.266  -0.205
C3 0.732 0.699 -0.332  0.094
N2 0.147 -1.714 -0.596  -0.662
C4 1.559 0.513 -1.435  -0.694
H1 1.028 -1.632 -1.107  0.386
H2 0.196 -2.566 -0.050  0.359
H3 -0.014 -0.107 2.323  0.248
H4 1.410 -1.048 1.793  0.213
H5 -0.198 -1.815 1.938  0.209
H6 1.528 2.578 0.253  0.236
H7 0.369 1.938 1.416  0.232
H8 2.013 1.269 1.331  0.220
H9 2.256 1.306 -1.665  0.212
H10 1.256 -0.086 -2.283  0.197
C5 -2.304 -0.296 -1.040  -0.701
C6 -1.503 0.261 0.104  0.592
O1 -1.947 0.689 1.147  -0.638
H11 -0.537 1.152 -0.570  0.074
H12 -3.217 0.293 -1.110  0.243
H13 -1.761 -0.294 -1.981  0.236
H14 -2.579 -1.331 -0.820  0.234

Summary:
- electronic energy (hartree) = -421.5818
- LUMO energy (eV) = 0.8
- spin multiplicity = 1
- orbital gap (eV) = 7.63
- ΔE to the lowest compared entry with this formula, charge and spin (kJ/mol) = 573.5



# 4
Computed, not measured: the molecule C4H7NO, with ωB97M-V/def2-TZVPD.

Last column: natural (NBO) charge in e.
Element x y z (Å)
C1 0.330 1.858 0.085  -0.662
C2 0.159 0.380 0.206  0.267
N1 -0.603 -0.131 1.085  -0.415
C3 -0.849 -1.492 0.665  0.062
O1 0.155 -1.858 -0.266  -0.520
C4 0.620 -0.647 -0.817  -0.141
H1 -0.366 2.325 0.784  0.241
H2 0.056 2.157 -0.934  0.223
H3 1.343 2.219 0.282  0.228
H4 -1.838 -1.460 0.181  0.156
H5 -0.872 -2.212 1.485  0.185
H6 1.706 -0.700 -0.955  0.200
H7 0.159 -0.440 -1.799  0.176

Summary:
- electronic energy (hartree) = -286.5831
- LUMO energy (eV) = 1.0
- spin multiplicity = 1
- orbital gap (eV) = 10.73
- ΔE to the lowest compared entry with this formula, charge and spin (kJ/mol) = 127.4



# 5
Computed, not measured: C16H16BFN6Sm as an isolated structure at a distorted geometry, with ωB97M-V/def2-TZVPD.

Last column: Löwdin charge in e.
Element x y z (Å)
Sm1 -0.627 0.061 -1.601  1.759
C1 2.563 0.370 1.533  -0.029
C2 2.333 0.190 0.175  -0.132
N1 1.136 0.676 -0.166  -0.133
N2 0.576 1.170 0.968  -0.039
C3 1.422 0.995 1.995  -0.040
B1 -0.728 2.026 1.015  -0.508
N3 -1.980 1.109 1.034  -0.041
C4 -2.891 1.011 2.013  -0.039
C5 -3.891 0.149 1.607  -0.024
C6 -3.505 -0.254 0.335  -0.117
N4 -2.351 0.329 -0.008  -0.131
N5 -0.765 2.946 -0.226  -0.043
C7 -0.756 4.287 -0.185  -0.045
C8 -0.751 4.775 -1.476  -0.032
C9 -0.763 3.637 -2.275  -0.124
N6 -0.770 2.534 -1.519  -0.119
H1 3.436 0.101 2.088  0.111
H2 2.976 -0.247 -0.572  0.126
H3 1.177 1.328 2.984  0.133
H4 -0.724 2.679 1.995  0.125
H5 -2.789 1.552 2.932  0.132
H6 -4.772 -0.141 2.140  0.107
H7 -4.005 -0.918 -0.353  0.120
H8 -0.757 4.825 0.740  0.130
H9 -0.736 5.798 -1.788  0.105
H10 -0.772 3.582 -3.352  0.113
F1 4.233 -4.003 0.341  0.076
C10 3.024 -3.631 -0.116  -0.271
C11 2.156 -2.977 0.740  -0.012
C12 0.921 -2.573 0.264  -0.081
C13 0.541 -2.829 -1.062  -0.369
C14 -0.828 -2.427 -1.541  -0.253
C15 1.440 -3.508 -1.891  -0.041
C16 2.684 -3.899 -1.431  0.008
H11 2.454 -2.797 1.761  0.124
H12 0.215 -2.076 0.934  0.120
H13 -1.530 -2.601 -0.702  0.046
H14 -1.131 -3.096 -2.353  0.046
H15 1.156 -3.735 -2.909  0.117
H16 3.382 -4.418 -2.069  0.125

Summary:
- electronic energy (hartree) = -1730.3806
- LUMO energy (alpha / beta) (eV) = -4.5 / -3.5
- total charge = +1
- spin multiplicity = 6
- orbital gap (alpha / beta) (eV) = 6.30 / 7.34
- ΔE to the lowest compared entry with this formula, charge and spin (kJ/mol) = 23.9